# 1
{"formula": "C28H34BBiF8N8", "method": "ωB97M-V/def2-TZVPD", "energy_ev": -69763.177, "homo_energy_ev": -7.6, "homo_lumo_gap_ev": 8.1, "species": ["Bi", "C", "N", "C", "C", "C", "N", "C", "C", "F", "C", "F", "C", "C", "F", "C", "F", "H", "H", "H", "H", "H", "H", "H", "H", "H", "H", "H", "C", "C", "N", "C", "C", "C", "C", "N", "C", "C", "F", "C", "F", "C", "C", "F", "C", "F", "H", "H", "H", "H", "H", "H", "H", "H", "H", "H", "H", "H", "H", "H", "H", "B", "N", "C", "C", "C", "N", "N", "C", "C", "C", "N", "H", "H", "H", "H", "H", "H", "H", "H"], "positions_angstrom": [[-0.1819, 0.2192, -0.1032], [-1.1046, 3.8713, -1.2089], [-1.6583, 2.5233, -1.1274], [-2.7034, 2.4729, -0.1104], [-2.1452, 2.0719, -2.4490], [-1.1453, 1.1097, -3.0732], [-1.0616, -0.0918, -2.2549], [-1.7879, -1.1808, -2.6353], [-2.5309, -1.9066, -1.6940], [-2.5560, -1.4415, -0.4108], [-3.2108, -3.0673, -1.9828], [-3.8638, -3.6967, -0.9895], [-3.2323, -3.5794, -3.2628], [-2.5301, -2.8752, -4.2248], [-2.4999, -3.3384, -5.4841], [-1.8242, -1.7267, -3.9327], [-1.1080, -1.1524, -4.9145], [-1.8837, 4.6129, -1.4353], [-0.3588, 3.9170, -2.0025], [-0.6328, 4.1439, -0.2634], [-3.5497, 3.1308, -0.3521], [-2.2949, 2.7816, 0.8543], [-3.0833, 1.4523, -0.0210], [-2.3328, 2.9357, -3.0993], [-3.0961, 1.5498, -2.3198], [-0.1661, 1.5957, -3.1134], [-1.4285, 0.8973, -4.1055], [-3.7672, -4.4852, -3.5050], [-3.1507, -1.2324, 2.5617], [-1.8245, -1.9710, 2.6453], [-0.6609, -1.0876, 2.5096], [-0.7027, 0.0163, 3.4882], [-0.8306, -0.3929, 4.9534], [0.5760, -1.8681, 2.6040], [1.8647, -1.1138, 2.1854], [1.6008, 0.1027, 1.4285], [2.3750, 1.1860, 1.6919], [1.8318, 2.4815, 1.6390], [0.5113, 2.6031, 1.3083], [2.5627, 3.6282, 1.8385], [1.9396, 4.8151, 1.7267], [3.9071, 3.5752, 2.1446], [4.4730, 2.3153, 2.2201], [5.7841, 2.2013, 2.4817], [3.7486, 1.1623, 1.9986], [4.4032, -0.0133, 2.0003], [-3.9584, -1.9436, 2.3896], [-3.1502, -0.5247, 1.7312], [-3.3768, -0.6854, 3.4775], [-1.7754, -2.7092, 1.8422], [-1.7739, -2.5398, 3.5853], [-1.5351, 0.6713, 3.2190], [0.2020, 0.5994, 3.3543], [-1.7683, -0.9083, 5.1667], [-0.7980, 0.5025, 5.5754], [-0.0104, -1.0384, 5.2706], [0.4487, -2.7361, 1.9585], [0.7095, -2.2722, 3.6172], [2.4774, -1.8238, 1.6192], [2.4371, -0.8681, 3.0841], [4.4898, 4.4684, 2.3106], [2.5905, -1.1171, -2.3009], [2.6138, 0.3162, -1.6745], [3.6959, 1.0919, -1.7644], [3.3482, 2.4056, -1.4898], [1.9913, 2.3441, -1.2193], [1.5526, 1.0840, -1.3493], [1.4932, -2.0686, -1.6957], [1.3426, -3.3137, -2.1450], [0.3676, -3.9601, -1.4004], [-0.0488, -3.0022, -0.4933], [0.6478, -1.8681, -0.6663], [2.3593, -1.0293, -3.4821], [3.6769, -1.5892, -2.0749], [4.6404, 0.6591, -2.0483], [3.9883, 3.2696, -1.4684], [1.3148, 3.1247, -0.9143], [1.9519, -3.6647, -2.9614], [0.0066, -4.9667, -1.5135], [-0.8213, -3.0590, 0.2557]], "mulliken_charge": [1.406, -1.682, 0.873, -1.292, -1.060, -0.943, 0.822, -0.205, 0.033, 0.043, 0.094, -0.342, -0.744, 0.370, -0.339, 0.217, -0.380, 0.398, 0.540, 0.318, 0.336, 0.266, 0.422, 0.389, 0.486, 0.207, 0.610, 0.505, -1.399, -0.651, 0.855, -0.376, -1.494, -1.314, -1.320, 0.706, 0.014, -0.415, -0.260, 0.317, -0.350, -0.791, 0.446, -0.342, 0.299, -0.380, 0.468, 0.088, 0.352, 0.414, 0.579, 0.369, 0.081, 0.299, 0.453, 0.296, 0.652, 0.508, 0.196, 0.688, 0.501, 0.015, -0.341, -0.341, -1.537, -0.113, 0.905, -0.220, -0.420, -1.474, -0.381, 0.821, -0.132, -0.180, 0.499, 0.515, 0.307, 0.451, 0.498, 0.295]}



# 2
{"formula": "C18H27O12PS", "method": "ωB97M-V/def2-TZVPD", "energy_ev": -63787.711, "homo_energy_ev": -8.2, "smiles": "CS(=O)(=O)O[P@](=O)(O)OCCCc1ccccc1.C[C@@H]1COC(=O)O1.C[C@@H]1COC(=O)O1", "homo_lumo_gap_ev": 7.8, "species": ["C", "S", "O", "O", "O", "P", "O", "O", "O", "C", "C", "C", "C", "C", "C", "C", "C", "C", "H", "H", "H", "H", "H", "H", "H", "H", "H", "H", "H", "H", "H", "H", "H", "C", "C", "C", "O", "C", "O", "O", "H", "H", "H", "H", "H", "H", "C", "C", "C", "O", "C", "O", "O", "H", "H", "H", "H", "H", "H"], "positions_angstrom": [[4.6044, 1.0935, 2.0986], [3.7326, -0.2738, 1.0895], [4.0404, 0.0630, -0.4001], [2.2234, -0.1636, 1.4429], [4.4294, -1.7748, 1.5722], [3.3139, -3.1032, 1.2294], [4.1697, -4.4549, 1.3718], [2.7226, -2.9818, -0.4019], [2.1025, -3.0603, 2.4725], [0.7410, -3.2501, 1.9554], [-0.2679, -2.5826, 3.1109], [-1.8577, -2.8616, 2.8310], [-2.5518, -1.6389, 1.9731], [-3.7528, -2.0579, 0.8963], [-4.4389, -0.8505, -0.0002], [-4.0258, 0.7368, 0.1192], [-2.8582, 1.1706, 1.1970], [-2.1794, -0.0456, 2.0860], [3.9372, 2.0600, 2.2015], [4.7578, 0.6583, 3.1956], [5.6448, 1.3023, 1.5864], [2.9945, -3.8666, -0.8293], [0.4660, -4.4059, 1.8777], [0.5056, -2.7096, 0.9453], [0.0226, -1.4270, 3.1222], [0.0733, -2.9875, 4.1783], [-1.9298, -3.8622, 2.1869], [-2.4746, -3.0821, 3.8287], [-4.1191, -3.1792, 0.7453], [-5.2946, -1.1353, -0.7544], [-4.5543, 1.5607, -0.5223], [-2.4778, 2.2728, 1.3849], [-1.3395, 0.2665, 2.8599], [6.3137, 0.5585, -2.0905], [7.7008, 0.5981, -2.7046], [7.7514, 0.0673, -4.1035], [9.1100, -0.3079, -4.2326], [9.5244, -0.6461, -2.9732], [10.5771, -1.2140, -2.7238], [8.6039, -0.2689, -2.0334], [6.1662, 1.4390, -1.4551], [5.5330, 0.5892, -2.8577], [6.1643, -0.3234, -1.4600], [8.1115, 1.6122, -2.6465], [7.4824, 0.8264, -4.8433], [7.1316, -0.8233, -4.2574], [-8.3345, 3.1102, -2.6149], [-8.3315, 2.8195, -1.1256], [-8.8728, 3.9418, -0.2957], [-8.2755, 3.6979, 0.9641], [-7.0854, 3.0772, 0.6983], [-6.2029, 2.8975, 1.5240], [-7.0134, 2.6898, -0.6122], [-8.5654, 2.1936, -3.1693], [-9.1048, 3.8417, -2.8806], [-7.3624, 3.4660, -2.9700], [-8.8592, 1.8811, -0.9222], [-9.9637, 3.9139, -0.2243], [-8.5582, 4.9334, -0.6402]], "mulliken_charge": [-0.826, 0.982, -0.505, -0.501, -0.257, 0.878, -0.653, -0.493, -0.250, -0.369, -0.396, -0.414, 0.502, -0.453, -0.419, -0.176, -0.416, -0.279, 0.325, 0.326, 0.286, 0.350, 0.303, 0.335, 0.041, 0.327, 0.263, 0.321, 0.219, 0.242, 0.288, 0.276, 0.138, -1.263, 0.563, -0.562, -0.310, 0.578, -0.559, -0.333, 0.316, 0.345, 0.321, 0.233, 0.348, 0.329, -1.312, 0.497, -0.596, -0.314, 0.585, -0.512, -0.297, 0.321, 0.364, 0.342, 0.252, 0.342, 0.325]}



# 3
{"formula": "C4H26BF4O9", "method": "ωB97M-V/def2-TZVPD", "energy_ev": -34549.785, "total_charge": -1, "homo_energy_ev": -6.8, "homo_lumo_gap_ev": 9.3, "species": ["B", "F", "F", "F", "F", "C", "O", "H", "H", "H", "H", "C", "O", "H", "H", "H", "H", "C", "O", "H", "H", "H", "H", "C", "O", "H", "H", "H", "H", "O", "H", "H", "O", "H", "H", "O", "H", "H", "O", "H", "H", "O", "H", "H"], "positions_angstrom": [[-3.6365, 5.2043, -8.3114], [-4.0526, 4.4400, -7.2235], [-2.2768, 5.0588, -8.5570], [-4.1060, 4.5360, -9.4007], [-4.0162, 6.5194, -8.3324], [-4.8323, 3.7730, -13.2344], [-5.6651, 4.0464, -12.1287], [-4.4536, 2.7538, -13.1576], [-5.3213, 3.7575, -14.2084], [-3.9266, 4.3770, -13.2887], [-5.3357, 4.8268, -11.6770], [-1.4643, 7.5404, -10.6269], [-1.6785, 6.9604, -11.8556], [-2.2941, 7.6275, -9.9255], [-0.6648, 7.0339, -10.0862], [-1.1665, 8.5865, -10.6988], [-0.8136, 6.9670, -12.2721], [1.1088, 5.6680, -7.7922], [0.8579, 4.2841, -7.5005], [1.5462, 5.8581, -8.7723], [0.2479, 6.3279, -7.6853], [1.9619, 5.9112, -7.1589], [1.6968, 3.8182, -7.5304], [-1.3935, 5.3027, -4.7109], [-0.5542, 4.4172, -4.0663], [-1.3397, 5.3834, -5.7965], [-2.4408, 5.2045, -4.4252], [-1.2291, 6.2637, -4.2235], [0.3640, 4.5979, -4.2803], [-3.8686, 1.9414, -6.4023], [-3.9783, 2.8712, -6.6014], [-4.6837, 1.6914, -5.9670], [-3.8983, 9.2185, -8.8812], [-4.3473, 8.3936, -9.0661], [-3.2435, 8.9926, -8.2206], [-3.8307, 7.1935, -5.7755], [-3.8684, 6.6056, -6.5299], [-3.2303, 7.8892, -6.0431], [-4.5501, 6.5840, -11.2049], [-3.7462, 6.7298, -11.7038], [-4.2496, 6.2719, -10.3514], [-2.6495, 2.4473, -8.9455], [-2.5126, 2.1433, -9.8427], [-2.8064, 3.3876, -9.0320]], "mulliken_charge": [0.610, -0.361, -0.515, -0.319, -0.497, -0.537, -0.545, 0.239, 0.287, 0.157, 0.400, -0.206, -0.553, 0.028, 0.044, 0.358, 0.312, -0.680, -0.450, 0.295, 0.212, 0.372, 0.250, -0.419, -0.542, 0.016, 0.298, 0.364, 0.287, -0.669, 0.526, 0.285, -0.645, 0.370, 0.279, -0.659, 0.357, 0.267, -0.756, 0.373, 0.365, -0.627, 0.273, 0.357]}



# 4
{"formula": "C20H16BrF3NO6S4", "method": "ωB97M-V/def2-TZVPD", "energy_ev": -156304.236, "total_charge": -1, "homo_energy_ev": -3.2, "homo_lumo_gap_ev": 4.4, "species": ["F", "C", "F", "F", "S", "N", "S", "C", "C", "C", "C", "C", "C", "O", "O", "S", "C", "C", "C", "C", "C", "C", "O", "O", "H", "H", "H", "H", "H", "H", "H", "H", "H", "H", "Br", "C", "S", "C", "C", "C", "C", "C", "C", "O", "O", "H", "H", "H", "H", "H", "H"], "positions_angstrom": [[2.4755, -3.6279, 1.3002], [1.2483, -3.0700, 1.4024], [0.3336, -4.0634, 1.5179], [1.1944, -2.2535, 2.4914], [0.7835, -2.1363, -0.1205], [0.6650, -0.3762, -0.7531], [-0.7856, -0.5712, -1.7333], [-1.9741, -1.4933, -0.7851], [-2.9670, -2.1756, -1.5055], [-3.8634, -3.0126, -0.8268], [-3.6919, -3.2513, 0.5501], [-2.6801, -2.5911, 1.2613], [-1.9161, -1.6528, 0.5927], [-1.2029, 0.7876, -1.9336], [-0.4594, -1.4283, -2.8315], [2.1154, 0.1616, -1.5458], [3.4053, -0.6504, -0.6007], [3.5339, -0.6476, 0.7914], [4.4917, -1.4615, 1.3968], [5.3925, -2.1951, 0.6218], [5.3114, -2.1281, -0.7705], [4.3385, -1.3419, -1.3772], [2.1901, -0.4102, -2.8636], [2.1454, 1.5876, -1.3694], [-3.0431, -2.0687, -2.5910], [-4.6936, -3.5057, -1.3600], [-4.3919, -3.8956, 1.0944], [-2.5390, -2.7740, 2.3374], [-1.2660, -1.0395, 1.1973], [2.8775, -0.0196, 1.3939], [4.5217, -1.5512, 2.4839], [6.1482, -2.8214, 1.0960], [5.9699, -2.7124, -1.4126], [4.2431, -1.3114, -2.4570], [1.3687, 1.7808, 1.7737], [-0.1186, 0.8659, 1.0666], [-1.6714, 1.7788, 1.1133], [-1.9339, 3.0181, -0.1965], [-1.4181, 4.3103, -0.0823], [-1.7467, 5.2659, -1.0520], [-2.4125, 4.8802, -2.2238], [-2.9185, 3.5876, -2.3411], [-2.7729, 2.7073, -1.2687], [-2.7368, 0.8229, 0.8383], [-1.7825, 2.5891, 2.3010], [-0.1852, -0.1262, 1.5331], [-0.7829, 4.5390, 0.7702], [-1.4927, 6.3133, -0.8992], [-2.5698, 5.5828, -3.0401], [-3.4494, 3.2424, -3.2318], [-3.3403, 1.7834, -1.2902]], "mulliken_charge": [-0.199, 0.698, -0.197, -0.232, -0.061, 0.076, 0.929, 0.710, -1.015, -0.635, -0.499, -1.299, 0.326, -0.352, -0.625, 1.406, -0.061, 0.493, -0.755, -0.343, -0.591, -0.486, -0.683, -0.593, 0.438, 0.354, 0.356, 0.426, 0.066, -0.132, 0.390, 0.368, 0.355, 0.458, -0.176, -0.482, 1.252, 0.298, -0.570, -0.498, -0.421, -0.637, -0.050, -0.697, -0.733, 0.841, 0.378, 0.357, 0.357, 0.369, 0.325]}